No. 1
Density functional theory data (the ωB97M-V functional and the def2-TZVPD basis) for a structure of composition C50H41F3N4OP2SbSeZn.

Calculated values
Relative energy (zero: lowest compared OMol25 entry of this formula, charge and spin)   20.1 kcal per mole
Multiplicity   1
Total charge   -1
E   -207557.3235 eV
Molecular weight   1098.96 g/mol
Kohn-Sham gap   7.69 eV

Geometry as XYZ:
```
104
Properties=species:S:1:pos:R:3:forces:R:3:lowdin_charge:R:1
Zn -0.4563 0.6270 -0.1693 0.062 -0.045 -0.026 0.53
C -3.1431 -1.8079 3.9128 0.022 0.047 0.036 -0.30
C -2.1470 -1.1166 4.8480 -0.007 0.044 0.034 -0.37
P -0.7807 -0.1524 4.0425 0.075 -0.051 0.179 1.04
C -1.5738 1.4690 3.7210 -0.041 0.021 -0.011 -0.39
C -0.7978 2.4347 3.0744 0.037 -0.085 -0.039 -0.11
C -1.3195 3.6809 2.7694 -0.035 0.039 -0.019 -0.08
C -2.6347 3.9845 3.0966 0.041 0.004 0.001 -0.09
C -3.4144 3.0407 3.7467 -0.020 -0.042 0.020 -0.10
C -2.8852 1.7940 4.0621 -0.024 0.041 -0.079 -0.12
C 0.1612 0.2376 5.5705 0.076 -0.022 0.024 -0.37
C 1.2793 -0.5525 5.8361 -0.025 -0.023 -0.026 -0.12
C 2.0331 -0.3534 6.9832 -0.006 0.035 0.042 -0.09
C 1.6897 0.6564 7.8714 0.019 -0.036 -0.029 -0.10
C 0.5903 1.4608 7.6070 -0.042 0.027 -0.002 -0.09
C -0.1706 1.2512 6.4652 -0.013 0.001 0.052 -0.09
C -2.4930 -2.6249 2.8001 -0.077 0.026 -0.080 -0.35
P -1.9648 -1.6674 1.2902 -0.043 -0.079 0.020 1.03
C -1.1782 -3.0722 0.4186 0.030 0.038 -0.021 -0.36
C -1.7789 -4.3133 0.2034 -0.023 -0.063 0.030 -0.11
C -1.0673 -5.3560 -0.3683 -0.010 -0.009 0.005 -0.09
C 0.2706 -5.1869 -0.7003 -0.002 0.002 -0.003 -0.09
C 0.8880 -3.9718 -0.4557 0.008 -0.002 -0.041 -0.07
C 0.1653 -2.9182 0.0850 -0.010 -0.036 -0.016 -0.10
C -3.6067 -1.3897 0.5204 -0.012 -0.011 0.022 -0.38
C -4.2660 -2.2108 -0.3910 0.034 -0.036 -0.087 -0.08
C -5.5129 -1.8567 -0.8875 -0.008 0.026 -0.007 -0.09
C -6.1258 -0.6807 -0.4762 0.003 -0.011 -0.010 -0.10
C -5.4750 0.1526 0.4214 0.013 0.015 0.005 -0.08
C -4.2204 -0.1946 0.9015 -0.054 -0.003 -0.001 -0.12
H -3.8445 -1.0866 3.4845 0.012 0.050 -0.008 0.08
H -3.7477 -2.4871 4.5202 -0.059 0.032 0.013 0.10
H -1.6209 -1.8832 5.4265 0.022 0.023 -0.024 0.08
H -2.6727 -0.4913 5.5752 0.019 -0.070 0.060 0.07
H 0.2245 2.1999 2.7979 -0.025 -0.005 -0.015 0.09
H -0.7048 4.4066 2.2531 0.003 -0.010 -0.003 0.10
H -3.0488 4.9518 2.8415 0.002 0.005 0.005 0.10
H -4.4394 3.2710 4.0129 0.008 -0.001 -0.003 0.10
H -3.5096 1.0815 4.5834 -0.041 -0.049 -0.023 0.09
H 1.5755 -1.3106 5.1196 0.006 0.026 0.003 0.08
H 2.9023 -0.9711 7.1711 0.000 0.002 -0.010 0.10
H 2.2861 0.8255 8.7592 -0.001 0.003 0.004 0.10
H 0.3260 2.2597 8.2890 0.000 0.001 0.005 0.10
H -1.0241 1.8887 6.2656 0.004 0.013 -0.008 0.10
H -3.1843 -3.3995 2.4590 0.035 -0.033 0.029 0.07
H -1.5945 -3.1277 3.1688 0.018 0.013 0.006 0.09
H -2.8068 -4.4873 0.4995 0.028 0.026 -0.006 0.09
H -1.5544 -6.3078 -0.5408 0.002 -0.002 -0.002 0.10
H 0.8284 -6.0052 -1.1381 0.006 0.003 0.009 0.10
H 1.9381 -3.8357 -0.6750 0.041 0.006 -0.060 0.10
H 0.6636 -1.9774 0.2766 -0.004 0.033 -0.002 0.06
H -3.7947 -3.1136 -0.7566 -0.009 0.052 0.022 0.09
H -6.0021 -2.4986 -1.6096 -0.001 0.002 -0.001 0.10
H -7.0962 -0.4067 -0.8708 -0.002 0.001 0.005 0.10
H -5.9278 1.0867 0.7301 -0.004 -0.006 -0.003 0.10
H -3.6975 0.4841 1.5677 0.010 0.031 0.023 0.09
C -2.7839 0.6687 -2.2205 0.018 0.035 0.001 -0.10
C -1.5274 -0.0637 -1.7650 0.053 0.001 0.065 -0.51
O -1.1117 -0.9668 -2.4731 -0.007 -0.016 -0.003 -0.09
H -3.6553 0.0697 -1.9454 -0.015 -0.015 0.036 0.05
H -2.7725 0.7632 -3.3095 -0.027 -0.013 -0.003 0.07
H -2.8753 1.6499 -1.7524 0.012 0.005 0.000 0.06
F 1.8023 -4.0858 -7.0582 0.002 0.008 0.008 0.04
C 1.8617 -3.1357 -6.0932 0.011 -0.015 -0.007 -0.29
C 2.5888 -3.3960 -4.9497 -0.006 -0.010 -0.016 -0.02
C 2.6367 -2.4164 -3.9679 0.002 -0.003 -0.013 -0.14
C 1.9807 -1.1974 -4.1232 0.048 0.006 0.039 -0.39
C 1.2673 -0.9753 -5.2962 -0.052 0.001 0.017 -0.10
C 1.1992 -1.9438 -6.2908 -0.002 0.015 0.000 -0.01
Sb 2.0436 0.2300 -2.5179 -0.022 0.083 -0.112 1.54
C 1.5608 1.9192 -3.7535 -0.013 -0.038 0.023 -0.38
C 2.5305 2.6780 -4.4024 0.021 0.022 0.004 -0.10
C 2.1832 3.7802 -5.1718 0.012 -0.009 0.008 -0.01
C 0.8486 4.1106 -5.2814 -0.016 -0.010 0.004 -0.28
F 0.5012 5.1818 -6.0327 -0.001 0.005 0.000 0.04
C -0.1441 3.3926 -4.6489 -0.004 0.015 -0.014 0.00
C 0.2256 2.2960 -3.8814 0.017 -0.002 0.002 -0.13
C 4.1693 0.4878 -2.5720 -0.036 -0.017 0.035 -0.39
C 4.7901 1.0124 -1.4392 -0.006 0.000 0.030 -0.12
C 6.1630 1.2197 -1.4067 0.001 -0.002 -0.003 0.00
C 6.8997 0.8867 -2.5232 0.008 0.006 -0.007 -0.28
F 8.2397 1.0806 -2.5050 -0.008 -0.004 0.003 0.04
C 6.3268 0.3571 -3.6625 0.004 0.002 0.001 -0.02
C 4.9527 0.1600 -3.6769 -0.011 0.002 0.009 -0.13
H 3.0987 -4.3439 -4.8397 0.000 0.006 0.005 0.11
H 3.2176 -2.6089 -3.0735 0.000 -0.030 0.065 0.10
H 0.7494 -0.0355 -5.4461 0.003 -0.001 -0.001 0.09
H 0.6426 -1.7831 -7.2045 0.000 0.002 0.002 0.12
H 3.5788 2.4271 -4.2976 -0.005 -0.004 -0.002 0.09
H 2.9305 4.3842 -5.6688 -0.004 0.002 -0.003 0.12
H -1.1779 3.6960 -4.7477 0.000 0.000 -0.001 0.12
H -0.5498 1.7398 -3.3710 0.005 -0.006 0.000 0.07
H 4.2072 1.2622 -0.5591 -0.006 0.005 -0.012 0.08
H 6.6534 1.6270 -0.5331 0.000 -0.001 -0.002 0.12
H 6.9494 0.1089 -4.5119 -0.001 0.001 0.000 0.11
H 4.4898 -0.2567 -4.5643 0.011 0.005 -0.003 0.10
Se 3.4754 -0.2381 2.6009 0.063 -0.018 0.013 0.48
C 1.9908 0.0825 1.6850 -0.052 -0.016 -0.025 -0.97
N 1.0119 0.2814 1.0848 -0.061 0.014 -0.115 -0.04
N -0.2572 2.6561 -0.3662 0.109 -0.040 -0.046 0.07
C 0.8178 3.1006 -0.5566 -0.207 0.234 0.131 -0.40
N 1.9993 3.4646 -0.8236 0.222 -0.301 -0.220 0.08
C 2.5749 4.6257 -0.6178 -0.085 0.161 0.120 -0.40
N 3.1571 5.6175 -0.4790 -0.011 -0.018 -0.006 0.08
```
Forces are in eV/Å.

No. 2
Density functional theory data (the ωB97M-V functional and the def2-TZVPD basis) for a structure of composition C50H42N3O4Zn in a non-equilibrium geometry.

Calculated values
Relative energy (zero: lowest compared OMol25 entry of this formula, charge and spin)   0.0 kcal per mole
Multiplicity   1
Total charge   -1
E   -113609.5117 eV
Molecular weight   814.29 g/mol
Kohn-Sham gap   7.29 eV

Geometry as XYZ:
```
100
Properties=species:S:1:pos:R:3:forces:R:3:lowdin_charge:R:1
Zn -0.1710 0.6776 0.0015 0.091 -0.244 -0.059 0.74
C 0.2203 -3.5191 -4.0273 1.654 0.208 0.837 0.04
C 0.0381 -3.8164 -2.5669 1.144 0.310 -0.438 -0.61
C 0.1578 -5.2879 -2.2655 -0.594 -0.494 1.689 0.02
O -1.1913 -3.3048 -2.1864 -1.290 -0.578 -0.322 -0.03
C -1.1646 -2.7018 -0.9252 1.885 -0.926 1.780 -0.13
C 0.4347 -2.8405 -0.5963 -0.806 1.496 0.462 -0.13
O 1.0100 -3.0606 -1.8670 -0.311 -0.194 0.198 -0.01
C 1.3094 -1.7615 0.1642 -0.429 -0.849 0.287 -0.46
O 1.3285 -0.5480 -0.3686 -0.184 1.966 -1.210 -0.21
C 0.9018 -1.5675 1.6504 0.076 -0.821 1.045 -0.13
C -0.1010 -2.2205 2.3551 0.050 -0.754 0.108 -0.04
C -0.3604 -2.0096 3.7115 0.600 -0.006 0.094 -0.09
C 0.4364 -1.1044 4.3805 0.027 0.056 -0.737 -0.12
C 1.4102 -0.3708 3.7291 -0.433 -0.793 -0.007 -0.07
C 1.6200 -0.6335 2.3941 0.063 1.460 -0.822 -0.03
C 2.7434 -2.3410 0.0935 -0.477 -0.788 1.332 -0.15
C 3.7323 -1.6872 -0.5608 1.523 0.791 -0.342 -0.01
C 5.0954 -2.0449 -0.4030 -1.998 0.442 -0.799 -0.09
C 5.4504 -3.1206 0.3385 1.129 -1.702 0.231 -0.13
C 4.4317 -3.8928 0.8851 -0.513 -0.403 1.496 -0.09
C 3.0907 -3.4727 0.8287 0.979 0.046 -0.207 -0.01
C -1.9235 -1.3925 -0.9738 -1.011 0.265 -0.197 -0.46
O -1.5721 -0.6360 0.0974 -0.628 0.169 0.963 -0.22
C -1.6934 -0.5568 -2.1984 0.773 -0.236 0.342 -0.15
C -0.4332 -0.3458 -2.7125 0.058 0.568 -1.604 -0.05
C -0.2440 0.6063 -3.6992 0.224 0.711 -0.616 -0.06
C -1.2956 1.4259 -4.1509 0.896 -0.754 0.610 -0.09
C -2.5485 1.1513 -3.6610 0.035 0.858 -1.269 -0.09
C -2.7065 0.1968 -2.6924 -3.140 0.089 -0.002 -0.03
C -3.4643 -1.7460 -0.9817 0.532 0.996 3.053 -0.15
C -3.9508 -2.7422 -1.7765 -1.558 0.190 -0.438 -0.04
C -5.3212 -3.0644 -1.7268 0.691 0.304 0.129 -0.07
C -6.1584 -2.4174 -0.8181 1.180 -0.854 -0.902 -0.13
C -5.6531 -1.4808 0.0593 -0.482 1.210 1.777 -0.12
C -4.3074 -1.1195 0.0085 1.269 0.471 0.256 -0.01
H -0.5759 -3.9346 -4.5375 -1.517 -1.063 -1.356 0.07
H 1.1904 -3.8883 -4.3747 -0.237 -0.083 -0.042 0.10
H 0.1828 -2.4621 -4.1563 0.024 0.814 -0.134 0.07
H -0.5465 -5.8802 -2.8323 0.092 -0.129 -0.580 0.09
H -0.1243 -5.5171 -1.2216 -0.024 0.415 -0.195 0.09
H 1.1740 -5.6312 -2.3115 0.505 -0.185 -0.632 0.09
H -1.6476 -3.2873 -0.0706 0.288 0.238 -1.289 0.17
H 0.5435 -3.7416 -0.0113 -0.197 -0.577 0.299 0.12
H -0.6732 -2.9584 1.8512 -0.580 -0.545 -0.441 0.09
H -1.0965 -2.5500 4.3219 0.071 0.100 -0.774 0.11
H 0.2398 -0.8843 5.3757 -0.305 0.197 1.875 0.07
H 1.9681 0.3579 4.2936 0.178 0.284 -0.197 0.10
H 2.1653 0.1118 1.8357 0.876 -0.304 -0.208 0.10
H 3.4440 -0.8115 -1.1212 0.074 0.032 -0.103 0.09
H 5.8065 -1.5311 -0.9737 1.073 0.935 -0.548 0.08
H 6.5213 -3.4773 0.4347 -1.374 0.637 -0.108 0.11
H 4.7533 -4.7401 1.5203 -0.557 0.359 -0.460 0.10
H 2.2832 -3.9115 1.3867 0.097 -0.669 0.297 0.11
H 0.4167 -0.9375 -2.5194 0.570 -0.651 0.796 0.09
H 0.7510 0.6391 -4.1555 -0.287 0.367 0.176 0.11
H -1.1977 2.2581 -4.8216 0.433 -0.019 -0.489 0.09
H -3.3425 1.6668 -4.2142 -0.237 -0.199 0.938 0.11
H -3.7455 -0.0034 -2.3426 0.976 0.282 -0.293 0.13
H -3.2805 -3.1502 -2.5005 0.036 -0.539 -0.301 0.11
H -5.7104 -3.8325 -2.3916 -0.043 0.136 0.120 0.09
H -7.1520 -2.7568 -0.8176 -1.358 -0.033 0.318 0.07
H -6.3397 -1.0404 0.8751 1.160 -0.624 -1.462 0.12
H -3.8402 -0.3424 0.7619 -0.972 -1.729 -1.875 0.13
N -0.4327 5.2354 4.6864 0.481 0.978 0.343 0.14
C -0.7633 4.2253 4.2717 -1.171 -1.880 -0.433 -0.18
C -1.2666 2.9301 3.8208 -0.470 -1.045 -1.133 -0.16
C -2.2392 2.1579 4.5328 1.818 0.183 0.180 -0.02
C -2.5411 0.8457 4.1488 -1.368 0.892 -0.836 -0.04
C -2.0663 0.4352 2.8929 -0.277 -0.828 -0.051 -0.13
N -1.2232 1.1712 2.1951 0.614 0.508 -0.946 0.08
C -0.8282 2.3808 2.5813 -2.267 -1.455 3.857 -0.05
H -2.5411 2.5917 5.4714 -0.525 -0.147 0.186 0.10
H -3.3742 0.2702 4.6120 1.048 0.457 -0.038 0.12
H -2.3589 -0.5252 2.3814 0.373 1.073 0.768 0.12
H -0.1329 2.8435 2.0150 1.957 1.533 -1.837 0.05
N -0.1356 2.5824 -0.2665 -1.281 -1.606 -0.174 0.05
C 0.7878 3.3968 -0.2301 0.875 1.221 -0.134 -0.40
C 0.4027 4.8550 -0.2675 -0.244 0.700 -0.336 -0.17
C 1.1873 5.8924 0.1923 -0.986 -0.060 -0.169 -0.03
C 0.7005 7.2192 0.2206 1.105 -0.753 -0.101 -0.10
C -0.5625 7.4948 -0.2050 -1.922 0.524 -1.109 -0.11
C -1.3614 6.4599 -0.7351 1.789 -0.141 0.934 -0.09
C -0.8565 5.1845 -0.7719 -1.227 -1.869 -0.767 -0.05
C 2.2355 2.9733 -0.0496 -1.550 -0.199 -0.698 -0.18
C 2.8444 2.2615 -1.0958 2.095 0.349 2.273 0.00
C 4.1045 1.7048 -0.7918 -1.134 -0.394 0.644 -0.09
C 4.5832 1.7160 0.5125 -1.216 1.489 0.435 -0.09
C 3.9025 2.3729 1.5781 0.866 -0.910 -2.547 -0.07
C 2.7138 3.0131 1.2516 1.635 -0.502 0.553 -0.07
H 2.1200 5.5315 0.5332 1.286 0.636 0.477 0.09
H 1.3701 8.0154 0.4635 0.272 0.380 0.480 0.09
H -1.0332 8.5064 -0.2849 0.941 -0.733 0.450 0.11
H -2.3327 6.6539 -1.0668 -1.321 0.334 -0.585 0.07
H -1.4435 4.3052 -1.1933 0.646 1.334 0.639 0.12
H 2.4367 2.1434 -2.0606 -0.729 0.050 -0.805 0.10
H 4.6277 1.0305 -1.4489 0.100 0.294 -0.625 0.09
H 5.5264 1.2856 0.6687 1.093 -0.766 0.481 0.08
H 4.3808 2.3185 2.5341 -0.252 0.260 0.602 0.09
H 2.2511 3.5069 2.0813 -0.847 0.439 -0.031 0.11
```
Forces are in eV/Å.